## one
A 2-piece molecular cluster, C3H12N2O overall. Source: OMol25; level of theory: wB97M-V/def2-TZVPD.

Positions of all 18 atoms, in Å:
C (1.398, 0.667, 0.080)
C (-0.103, 0.686, 0.357)
C (-0.508, 1.844, 1.265)
N (-1.967, 1.866, 1.390)
N (1.714, -0.276, -0.981)
H (1.868, 0.315, 0.997)
H (1.726, 1.685, -0.162)
H (-0.453, -0.235, 0.813)
H (-0.629, 0.863, -0.593)
H (-0.048, 1.762, 2.232)
H (-0.157, 2.752, 0.766)
H (-2.346, 2.221, 0.526)
H (-2.209, 2.552, 2.099)
H (2.548, -0.043, -1.497)
H (1.014, -0.607, -1.620)
H (0.128, -4.768, -1.320)
H (-1.066, -3.755, -1.209)
O (-0.382, -4.109, -1.796)

## Properties
Kohn-Sham gap: 9.79 eV
HOMO energy: -8.793 eV
SMILES: NCCCN.O
E_LUMO: 0.998 eV



## two
A 2-piece molecular cluster, C3H12N2O overall. Source: OMol25; level of theory: wB97M-V/def2-TZVPD.

Positions of all 18 atoms, in Å:
C (5.663, -0.868, -2.131)
O (5.512, -1.842, -3.153)
C (4.680, 0.283, -2.342)
H (5.474, -1.344, -1.168)
H (6.656, -0.413, -2.117)
H (6.321, -2.367, -3.086)
H (4.636, 0.429, -3.425)
H (3.750, 0.151, -1.799)
H (5.067, 1.244, -2.005)
N (-4.632, -0.495, 1.997)
C (-5.459, 0.284, 2.869)
N (-5.970, 1.590, 2.476)
H (-5.095, -0.609, 1.091)
H (-3.722, -0.150, 1.750)
H (-6.329, -0.320, 3.136)
H (-4.891, 0.471, 3.784)
H (-5.305, 2.340, 2.571)
H (-6.356, 1.617, 1.554)

## Properties
Kohn-Sham gap: 10.07 eV
HOMO energy: -9.050 eV
SMILES: CCO.NCN
E_LUMO: 1.024 eV



## three
A 2-piece molecular cluster, C3H12N2O overall. Source: OMol25; level of theory: wB97M-V/def2-TZVPD.

Positions of all 18 atoms, in Å:
N (0.338, 0.074, 2.431)
C (-0.176, 0.197, 0.999)
C (0.018, -1.084, 0.257)
C (-0.599, -1.074, -1.190)
N (-0.405, -2.393, -1.778)
H (1.325, 0.378, 2.701)
H (-0.211, 0.926, 2.939)
H (0.268, 1.183, 0.439)
H (-1.226, 0.457, 0.989)
H (1.106, -1.167, 0.028)
H (-0.380, -1.928, 0.799)
H (-0.152, -0.185, -1.719)
H (-1.683, -0.907, -1.026)
H (-0.568, -2.603, -2.792)
H (0.418, -2.813, -1.259)
H (1.011, 3.729, -0.053)
H (0.182, 4.003, -1.043)
O (0.734, 3.208, -0.723)

## Properties
Kohn-Sham gap: 9.21 eV
HOMO energy: -8.628 eV
SMILES: NCCCN.O
E_LUMO: 0.586 eV



## four
A 2-piece molecular cluster, C3H12N2O overall. Source: OMol25; level of theory: wB97M-V/def2-TZVPD.

Positions of all 18 atoms, in Å:
N (0.112, -0.959, -0.509)
C (0.470, 0.521, -0.052)
C (1.140, 1.357, -1.107)
C (1.377, 0.261, 1.193)
N (0.880, 0.002, 2.520)
H (-0.137, -1.431, 0.356)
H (1.011, -1.445, -0.765)
H (-0.447, 0.968, 0.270)
H (1.048, 2.442, -1.005)
H (0.517, 1.123, -1.947)
H (2.212, 1.064, -1.320)
H (1.978, -0.623, 1.032)
H (2.140, 1.026, 1.160)
H (1.002, 0.775, 3.165)
H (-0.109, -0.219, 2.544)
H (-4.257, -0.919, -1.703)
H (-3.146, -1.434, -2.519)
O (-3.334, -0.933, -1.694)

## Properties
Kohn-Sham gap: 9.99 eV
HOMO energy: -8.942 eV
SMILES: C[C@@H](N)CN.O
E_LUMO: 1.053 eV



Which of them is the most stable? Correct choice: one.



## one
A 2-piece molecular cluster, C3H12N2O overall. Source: OMol25; level of theory: wB97M-V/def2-TZVPD.

Positions of all 18 atoms, in Å:
C (-0.261, 2.457, 1.144)
C (-0.800, 1.340, 0.271)
N (0.215, 0.337, -0.078)
C (0.058, -0.198, -1.462)
N (0.263, -1.604, -1.633)
H (0.316, 2.053, 1.968)
H (0.433, 3.083, 0.575)
H (-1.078, 3.045, 1.531)
H (-1.231, 1.798, -0.630)
H (-1.648, 0.868, 0.772)
H (1.123, 0.781, 0.001)
H (-0.953, 0.036, -1.795)
H (0.683, 0.378, -2.148)
H (-0.242, -2.093, -0.900)
H (1.236, -1.818, -1.414)
H (0.168, -1.210, 1.050)
H (-0.224, -2.249, 2.167)
O (0.380, -2.094, 1.422)

## Properties
Kohn-Sham gap: 10.42 eV
HOMO energy: -9.483 eV
SMILES: CCNCN.O
E_LUMO: 0.936 eV



## two
A 2-piece molecular cluster, C3H12N2O overall. Source: OMol25; level of theory: wB97M-V/def2-TZVPD.

Positions of all 18 atoms, in Å:
N (-0.424, 0.353, -0.754)
C (0.196, -0.648, 0.196)
C (1.412, -1.309, -0.459)
C (-0.837, -1.661, 0.648)
N (-1.924, -1.045, 1.436)
H (-0.108, 0.069, -1.673)
H (-0.107, 1.276, -0.536)
H (0.662, -0.050, 0.987)
H (1.658, -2.167, 0.175)
H (2.227, -0.625, -0.683)
H (1.190, -1.758, -1.437)
H (-1.240, -2.178, -0.222)
H (-0.237, -2.357, 1.244)
H (-1.882, -1.289, 2.411)
H (-1.748, -0.053, 1.353)
H (1.202, 3.192, -1.668)
H (0.866, 3.079, -0.235)
O (1.212, 3.704, -0.841)

## Properties
Kohn-Sham gap: 9.86 eV
HOMO energy: -9.250 eV
SMILES: C[C@@H](N)CN.O
E_LUMO: 0.613 eV



## three
A 2-piece molecular cluster, C3H12N2O overall. Source: OMol25; level of theory: wB97M-V/def2-TZVPD.

Positions of all 18 atoms, in Å:
C (-0.644, -1.006, 0.906)
C (0.304, 0.194, 0.842)
C (1.260, -0.085, -0.307)
N (2.274, 0.891, -0.696)
N (-1.815, -0.850, 1.791)
H (-1.042, -1.311, -0.064)
H (-0.095, -1.780, 1.450)
H (-0.277, 1.108, 0.677)
H (0.907, 0.188, 1.781)
H (0.619, -0.222, -1.167)
H (1.811, -0.988, -0.006)
H (1.991, 1.806, -0.986)
H (3.237, 0.761, -0.459)
H (-2.328, 0.017, 1.838)
H (-1.623, -1.169, 2.728)
H (-1.886, 0.150, -2.561)
H (-1.450, 1.432, -3.257)
O (-1.244, 0.865, -2.509)

## Properties
Kohn-Sham gap: 8.93 eV
HOMO energy: -8.181 eV
SMILES: NCCCN.O
E_LUMO: 0.746 eV



Which of them is the most stable? Correct choice: one.



## one
C6H9NO2 as an isolated structure. Source: OMol25; level of theory: wB97M-V/def2-TZVPD.

Positions of all 18 atoms, in Å:
C (-1.346, 1.538, 1.051)
C (-0.258, 0.547, 0.584)
C (0.754, 0.857, -0.513)
C (-0.763, -0.421, -0.432)
C (0.207, -1.500, -0.789)
C (1.269, -0.613, -0.826)
H (-2.098, 1.062, 1.734)
H (-0.965, 2.304, 1.881)
H (-1.900, 1.997, 0.328)
H (0.762, -0.823, 1.858)
H (1.560, 1.583, -0.721)
H (-1.916, -0.248, -0.325)
H (-0.073, -2.191, -1.584)
H (1.897, -2.475, -0.516)
H (1.611, -0.925, -2.093)
N (1.441, -1.622, -0.020)
O (0.251, 0.122, 1.726)
O (-0.433, 0.806, -1.343)

## Properties
Kohn-Sham gap: 9.89 eV
HOMO energy: -9.304 eV
E_LUMO: 0.583 eV



## two
C6H9NO2 as an isolated structure. Source: OMol25; level of theory: wB97M-V/def2-TZVPD.

Positions of all 18 atoms, in Å:
C (-0.354, 0.999, -0.396)
C (-1.563, 0.097, -0.214)
C (-0.818, -1.211, 0.357)
C (0.344, -1.329, -0.638)
C (0.707, 0.025, 0.071)
C (2.073, 0.601, 0.067)
H (-1.111, 2.531, 0.419)
H (-0.309, 1.304, -1.447)
H (-2.120, -0.059, -1.105)
H (-2.257, 0.627, 0.484)
H (-1.431, -2.056, 0.714)
H (0.151, -1.237, -1.738)
H (1.004, -2.197, -0.378)
H (0.619, -1.382, 1.798)
H (2.130, 1.720, 0.077)
N (0.046, -0.585, 1.410)
O (-0.289, 2.115, 0.456)
O (3.181, 0.037, 0.062)

## Properties
Kohn-Sham gap: 10.20 eV
HOMO energy: -9.575 eV
E_LUMO: 0.627 eV



Which of them is the most stable? Correct choice: two.